Here is C3H8OS2 in the gas phase from OMol25. Energies are from the ωB97M-V functional and the def2-TZVPD basis.

Cartesian coordinates (Å):
C1 -0.95 0.16 1.07
C2 0.23 -0.75 0.69
C3 -0.03 -1.62 -0.56
H1 -2.65 1.53 0.07
H2 -1.82 -0.46 1.25
H3 -0.71 0.69 2.03
H4 0.37 -1.42 1.53
H5 1.74 0.34 -0.74
H6 0.72 -2.40 -0.56
H7 -1.03 -2.10 -0.44
H8 -0.58 -0.29 -1.85
O1 0.12 -0.95 -1.78
S1 -1.34 1.41 -0.20
S2 1.80 0.15 0.56

Summary:
net charge	0
structure (SMILES)	OC[C@@H](S)CS
relative energy (zero: lowest compared OMol25 entry of this formula, charge and spin)	5.3	kcal/mol
E_HOMO	-9.0694	eV
lowest unoccupied orbital energy	0.6	eV
multiplicity	1
frontier orbital gap	0.3547	Eh

Here is C6H12S as an isolated structure from OMol25. Energies are from the ωB97M-V functional and the def2-TZVPD basis.

Cartesian coordinates (Å):
C1 2.44 -0.11 -0.40
C2 1.01 0.82 2.50
C3 -1.19 0.65 -1.26
C4 -1.79 -0.54 -0.59
C5 -0.05 1.14 -0.27
C6 -0.61 -1.37 -0.13
S1 0.92 -0.26 0.45
H1 2.31 0.17 -1.36
H2 2.99 -1.03 -0.30
H3 0.16 0.34 2.93
H4 2.01 0.43 2.89
H5 -0.52 0.36 -2.16
H6 -1.99 1.40 -1.45
H7 -2.36 -0.27 0.32
H8 -2.49 -1.18 -1.10
H9 0.65 1.87 -0.73
H10 -0.36 1.64 0.68
H11 -0.72 -1.87 0.88
H12 -0.40 -2.20 -0.88

Summary:
net charge	0
relative energy (zero: lowest compared OMol25 entry of this formula, charge and spin)	168.0	kcal/mol
E_HOMO	-7.5647	eV
lowest unoccupied orbital energy	-0.1	eV
multiplicity	1
frontier orbital gap	0.2751	Eh

Here is C23H36Br15ClI2N4O7P as an isolated structure from OMol25. Energies are from the ωB97M-V functional and the def2-TZVPD basis.

Cartesian coordinates (Å):
C1 0.45 -4.70 -1.30
C2 0.43 -3.54 -0.23
C3 1.22 -2.35 -0.77
Cl1 2.91 -3.03 -0.97
C4 1.17 -0.95 -0.09
C5 2.29 -0.09 -0.75
C6 3.81 -0.14 -0.43
C7 4.59 0.06 -1.74
N1 4.29 1.20 -2.56
O1 5.44 -0.71 -2.07
C8 -0.19 -0.18 -0.49
C9 -0.08 0.44 -1.96
C10 -1.38 1.15 -2.39
O2 -1.03 2.39 -3.01
C11 -1.49 -1.03 -0.74
I1 -1.75 -2.25 -2.51
C12 -2.56 -1.01 0.05
C13 -2.72 -0.14 1.27
I2 -4.34 -2.18 -0.29
O3 -0.36 1.05 0.19
C14 0.11 1.27 1.49
C15 1.23 0.36 2.08
P1 2.76 1.32 2.27
O4 4.03 0.62 2.47
O5 2.89 2.45 1.14
O6 2.48 2.14 3.64
N2 1.26 -1.03 1.45
C16 2.35 -1.89 1.96
C17 2.64 -1.87 3.48
N3 4.02 -2.40 3.62
N4 -0.06 -1.46 1.82
C18 -0.24 -2.42 2.58
O7 -0.37 -3.34 3.27
H1 0.61 -4.27 -2.29
H2 -0.53 -5.16 -1.33
H3 1.22 -5.43 -1.06
H4 0.85 -4.02 0.66
H5 -0.63 -3.38 -0.02
H6 0.97 -2.16 -1.81
H7 2.24 -0.35 -1.80
H8 2.02 0.96 -0.59
H9 4.21 0.69 0.16
H10 4.27 -1.04 -0.04
H11 5.10 1.30 -3.17
H12 3.54 0.94 -3.20
H13 0.30 -0.27 -2.70
H14 0.61 1.28 -1.96
H15 -2.03 1.40 -1.56
H16 -1.92 0.59 -3.16
H17 -1.18 2.35 -3.95
H18 -2.49 0.90 1.07
H19 -2.23 -0.50 2.17
H20 -3.78 -0.11 1.54
H21 0.49 2.29 1.53
H22 -0.72 1.30 2.21
H23 0.91 0.16 3.09
H24 3.43 3.16 1.51
H25 3.27 2.68 3.79
H26 3.33 -1.65 1.55
H27 2.23 -2.94 1.70
H28 2.00 -2.52 4.07
H29 2.63 -0.89 3.95
H30 3.97 -3.24 4.19
H31 4.54 -1.75 4.18
C19 -5.31 3.15 1.84
Br1 -4.25 3.66 0.31
Br2 -6.73 1.94 1.35
Br3 -4.22 2.43 3.26
H32 -5.77 4.06 2.22
C20 3.67 6.09 0.36
Br4 4.25 5.82 2.19
Br5 4.08 7.85 -0.28
Br6 4.38 4.72 -0.79
H33 2.60 5.98 0.35
C21 -0.21 6.02 -4.29
Br7 0.75 6.41 -2.66
Br8 0.66 4.64 -5.32
Br9 -2.05 5.60 -3.95
H34 -0.19 6.92 -4.89
C22 -3.14 -5.55 -4.41
Br10 -4.99 -5.84 -3.95
Br11 -2.30 -7.17 -5.04
Br12 -2.95 -4.11 -5.68
H35 -2.63 -5.25 -3.51
C23 -9.44 -0.96 2.85
Br13 -10.72 -2.22 3.55
Br14 -7.63 -1.43 3.33
Br15 -9.63 -0.74 0.94
H36 -9.65 0.00 3.30

Summary:
net charge	+1
E_HOMO	-11.2380	eV
lowest unoccupied orbital energy	-3.5	eV
multiplicity	1
frontier orbital gap	0.2849	Eh

Here is an isolated ion of composition C5H8NO and charge +1 from OMol25. Energies are from the ωB97M-V functional and the def2-TZVPD basis.

Cartesian coordinates (Å):
C1 -1.24 -0.03 -0.36
C2 -1.64 0.78 -1.28
C3 1.27 1.18 0.39
C4 -0.44 -0.51 0.57
C5 -0.69 -1.27 1.85
N1 0.92 0.00 0.09
O1 2.32 1.70 -0.21
H1 -2.01 1.70 -1.16
H2 -1.60 0.49 -2.32
H3 0.86 1.66 1.24
H4 -0.42 -2.35 1.72
H5 -1.74 -1.19 2.04
H6 -0.05 -0.94 2.69
H7 1.28 -0.36 -0.82
H8 2.60 2.56 0.18

Summary:
net charge	+1
structure (SMILES)	C=C=C(C)/[NH+]=C/O
relative energy (zero: lowest compared OMol25 entry of this formula, charge and spin)	48.9	kcal/mol
E_HOMO	-14.0723	eV
lowest unoccupied orbital energy	-4.5	eV
multiplicity	1
frontier orbital gap	0.3534	Eh

Here is C5H10O in the gas phase from OMol25. Energies are from the ωB97M-V functional and the def2-TZVPD basis.

Cartesian coordinates (Å):
C1 -0.33 0.71 0.97
C2 0.50 -0.56 1.12
C3 0.23 -1.53 -0.02
O1 0.56 -0.93 -1.25
C4 -0.20 0.23 -1.50
C5 -0.07 1.34 -0.41
H1 -0.10 1.40 1.78
H2 -1.40 0.45 1.08
H3 1.56 -0.29 1.08
H4 0.31 -1.05 2.08
H5 -0.83 -1.84 -0.04
H6 0.85 -2.43 0.08
H7 -1.28 0.06 -1.43
H8 0.08 0.49 -2.53
H9 -0.81 2.14 -0.57
H10 0.91 1.81 -0.46

Summary:
net charge	0
structure (SMILES)	C1CCOCC1
relative energy (zero: lowest compared OMol25 entry of this formula, charge and spin)	11.4	kcal/mol
E_HOMO	-9.5003	eV
lowest unoccupied orbital energy	1.1	eV
multiplicity	1
frontier orbital gap	0.3913	Eh

Here is C15H14N6O4 as an isolated structure from OMol25. Energies are from the ωB97M-V functional and the def2-TZVPD basis.

Cartesian coordinates (Å):
C1 -4.13 1.01 0.90
C2 -3.46 2.16 1.34
C3 -2.11 2.35 1.05
C4 -1.42 1.39 0.29
C5 -0.03 1.61 -0.16
N1 0.70 0.58 -0.53
C6 1.98 0.71 -1.17
C7 2.69 1.96 -0.69
C8 1.80 3.18 -0.69
N2 0.47 2.85 -0.22
C9 -2.08 0.21 -0.11
C10 -3.42 0.01 0.21
H1 -5.19 0.88 1.10
H2 -4.00 2.92 1.90
H3 -1.58 3.23 1.43
H4 2.55 -0.19 -0.91
H5 1.86 0.72 -2.27
H6 3.06 1.78 0.32
H7 3.56 2.13 -1.33
H8 2.21 3.94 -0.02
H9 1.73 3.60 -1.70
H10 -0.16 3.62 -0.03
H11 -1.53 -0.53 -0.70
H12 -3.91 -0.91 -0.10
O1 0.41 -0.25 2.27
N3 0.91 -1.40 2.37
C11 1.16 -2.16 1.18
C12 0.72 -1.67 -0.04
C13 0.62 -2.63 -1.01
N4 -0.17 -2.60 -2.15
O2 -0.75 -1.67 -2.70
O3 -0.39 -3.92 -2.56
N5 0.32 -4.82 -1.72
C14 0.89 -4.02 -0.77
N6 1.42 -4.44 0.39
C15 1.62 -3.51 1.31
O4 1.18 -1.91 3.48
H13 0.38 -0.44 -0.23
H14 2.09 -3.79 2.26

Summary:
net charge	0
relative energy (zero: lowest compared OMol25 entry of this formula, charge and spin)	182.0	kcal/mol
E_HOMO	-8.4469	eV
lowest unoccupied orbital energy	-1.1	eV
multiplicity	1
frontier orbital gap	0.2709	Eh

Here is C5H5ClS2 in the gas phase from OMol25. Energies are from the ωB97M-V functional and the def2-TZVPD basis.

Cartesian coordinates (Å):
C1 1.66 0.16 -0.29
C2 0.21 0.11 -0.14
C3 -0.53 1.21 -0.30
C4 -0.43 -1.18 0.13
C5 -1.75 -1.31 0.11
H1 1.76 1.70 1.57
H2 -1.62 1.24 -0.22
H3 0.15 -2.05 0.35
H4 -2.19 -2.23 0.49
H5 -2.38 -0.57 -0.26
S1 2.65 1.14 0.70
S2 2.44 -0.91 -1.27
Cl1 0.03 2.70 -0.87

Summary:
net charge	0
structure (SMILES)	C=C/C(=C/Cl)C(=S)S
relative energy (zero: lowest compared OMol25 entry of this formula, charge and spin)	21.0	kcal/mol
E_HOMO	-8.8443	eV
lowest unoccupied orbital energy	-0.8	eV
multiplicity	1
frontier orbital gap	0.2964	Eh

Here is C22H29N5PtS2 as an isolated structure from OMol25. Energies are from the ωB97M-V functional and the def2-TZVPD basis.

Cartesian coordinates (Å):
Pt1 -0.45 -2.16 1.37
C1 4.00 -2.38 -1.71
C2 2.63 -2.58 -1.83
C3 1.83 -2.56 -0.71
C4 2.39 -2.36 0.57
C5 3.77 -2.16 0.68
C6 4.56 -2.17 -0.45
N1 1.57 -2.38 1.65
N2 2.03 -2.34 2.86
C7 1.08 -2.30 3.80
C8 1.35 -2.31 5.18
C9 0.31 -2.25 6.08
C10 -1.01 -2.18 5.65
C11 -1.31 -2.17 4.29
C12 -0.28 -2.22 3.39
H1 4.63 -2.40 -2.58
H2 2.19 -2.74 -2.81
H3 0.76 -2.73 -0.79
H4 4.19 -2.01 1.66
H5 5.62 -2.01 -0.36
H6 2.38 -2.37 5.50
H7 0.52 -2.25 7.14
H8 -1.81 -2.12 6.37
H9 -2.34 -2.11 3.96
S1 -2.03 -3.61 0.10
C13 -2.63 -2.27 0.85
N3 -3.22 -1.35 1.28
C14 -3.30 3.53 -0.23
C15 -3.96 3.02 -1.51
C16 -3.13 1.97 -2.25
C17 -3.07 0.60 -1.56
N4 -2.25 0.60 -0.36
C18 -0.92 0.52 -0.33
S2 -0.13 0.42 1.18
N5 -0.21 0.62 -1.46
C19 1.23 0.66 -1.51
C20 1.79 2.07 -1.30
C21 1.29 3.09 -2.33
C22 1.63 2.71 -3.77
H10 -3.86 4.38 0.16
H11 -2.28 3.86 -0.42
H12 -3.27 2.77 0.54
H13 -4.10 3.86 -2.19
H14 -4.94 2.61 -1.27
H15 -2.12 2.36 -2.39
H16 -3.57 1.81 -3.23
H17 -2.70 -0.15 -2.27
H18 -4.07 0.30 -1.26
H19 -2.72 0.30 0.49
H20 -0.70 0.80 -2.32
H21 1.55 0.25 -2.47
H22 1.62 0.01 -0.71
H23 2.87 2.01 -1.34
H24 1.51 2.41 -0.30
H25 1.75 4.05 -2.10
H26 0.21 3.22 -2.23
H27 2.69 2.50 -3.85
H28 1.39 3.54 -4.44
H29 1.07 1.84 -4.10

Summary:
net charge	0
relative energy (zero: lowest compared OMol25 entry of this formula, charge and spin)	60.1	kcal/mol
E_HOMO	-6.8523	eV
lowest unoccupied orbital energy	-1.3	eV
multiplicity	1
frontier orbital gap	0.2033	Eh

Here is C2H8ClO2Sr as an isolated structure from OMol25. Energies are from the ωB97M-V functional and the def2-TZVPD basis.

Cartesian coordinates (Å):
Sr1 10.73 27.67 -10.48
Cl1 11.06 25.56 -8.67
C1 8.61 24.18 -5.76
O1 8.78 25.48 -6.27
H1 8.32 23.47 -6.55
H2 9.53 23.80 -5.30
H3 7.83 24.24 -5.01
H4 9.42 25.46 -6.98
C2 10.80 21.66 -8.47
O2 11.44 22.35 -9.51
H5 11.11 22.00 -7.48
H6 9.71 21.76 -8.52
H7 11.08 20.61 -8.56
H8 11.22 23.28 -9.44

Summary:
net charge	+1
relative energy (zero: lowest compared OMol25 entry of this formula, charge and spin)	15.8	kcal/mol
E_HOMO	-12.1171	eV
lowest unoccupied orbital energy	-6.5	eV
multiplicity	1
frontier orbital gap	0.2060	Eh

Here is C59H46BrFeNOP3Si as an isolated structure from OMol25. Energies are from the ωB97M-V functional and the def2-TZVPD basis.

Cartesian coordinates (Å):
Fe1 -0.15 -0.03 0.07
C1 -2.78 3.65 4.33
C2 -2.19 4.12 3.18
C3 -1.20 3.37 2.51
C4 -0.87 2.06 2.91
C5 -1.51 1.61 4.09
C6 -2.43 2.37 4.78
P1 0.29 1.06 1.92
C7 0.99 -0.04 3.17
C8 2.20 0.25 3.83
C9 2.64 -0.55 4.89
C10 1.99 -1.72 5.22
C11 0.79 -2.03 4.58
C12 0.28 -1.16 3.60
C13 1.48 2.37 1.56
C14 1.97 3.18 2.58
C15 2.86 4.23 2.31
C16 3.14 4.56 1.00
C17 2.62 3.81 -0.06
C18 1.81 2.69 0.21
Si1 1.19 1.51 -1.07
C19 2.74 0.89 -1.91
C20 3.77 1.62 -2.53
C21 4.90 0.97 -3.00
C22 5.00 -0.41 -2.89
C23 3.96 -1.15 -2.29
C24 2.83 -0.48 -1.76
P2 1.52 -1.24 -0.72
C25 0.71 -2.54 -1.65
C26 1.20 -2.88 -2.91
C27 0.93 -4.10 -3.50
C28 0.07 -5.05 -2.89
C29 -0.51 -4.72 -1.70
C30 -0.49 -3.31 -1.16
C31 2.71 -2.06 0.42
C32 3.49 -1.26 1.25
C33 4.43 -1.84 2.14
C34 4.61 -3.23 2.13
C35 3.88 -4.03 1.27
C36 2.95 -3.45 0.38
C37 0.29 2.10 -2.59
C38 0.83 2.93 -3.58
C39 0.07 3.25 -4.71
C40 -1.16 2.63 -4.92
C41 -1.69 1.77 -3.96
C42 -0.97 1.50 -2.79
P3 -1.73 0.78 -1.35
C43 -2.86 -0.41 -2.18
C44 -4.10 -0.77 -1.63
C45 -4.87 -1.82 -2.19
C46 -4.41 -2.53 -3.29
C47 -3.21 -2.15 -3.87
C48 -2.41 -1.16 -3.29
C49 -2.66 2.29 -0.93
C50 -2.01 3.44 -0.48
C51 -2.69 4.65 -0.35
C52 -4.03 4.75 -0.68
C53 -4.71 3.60 -1.06
C54 -4.03 2.41 -1.25
H1 -3.50 4.25 4.89
H2 -2.44 5.09 2.79
H3 -0.67 3.85 1.69
H4 -1.27 0.62 4.44
H5 -2.86 1.99 5.71
H6 2.83 1.05 3.46
H7 3.57 -0.27 5.37
H8 2.41 -2.39 5.94
H9 0.21 -2.89 4.86
H10 -0.68 -1.39 3.13
H11 1.66 2.97 3.61
H12 3.28 4.82 3.14
H13 3.78 5.40 0.74
H14 2.91 4.10 -1.06
H15 3.71 2.69 -2.59
H16 5.68 1.55 -3.47
H17 5.87 -0.91 -3.28
H18 4.01 -2.23 -2.23
H19 1.86 -2.16 -3.37
H20 1.38 -4.31 -4.47
H21 -0.13 -6.02 -3.33
H22 -1.09 -5.44 -1.14
H23 -1.39 -2.87 -1.61
H24 3.36 -0.18 1.26
H25 4.99 -1.22 2.81
H26 5.30 -3.69 2.83
H27 4.04 -5.10 1.26
H28 2.41 -4.10 -0.30
H29 1.83 3.37 -3.47
H30 0.46 3.95 -5.45
H31 -1.73 2.85 -5.82
H32 -2.65 1.31 -4.11
H33 -4.47 -0.26 -0.74
H34 -5.82 -2.06 -1.73
H35 -4.98 -3.34 -3.73
H36 -2.87 -2.63 -4.79
H37 -1.43 -0.99 -3.70
H38 -0.94 3.45 -0.26
H39 -2.16 5.55 -0.02
H40 -4.54 5.72 -0.64
H41 -5.77 3.60 -1.29
H42 -4.56 1.58 -1.72
O1 -3.31 -5.03 2.34
C55 -2.59 -4.07 1.66
C56 -1.45 -4.27 0.94
C57 -0.67 -3.16 0.40
N1 -1.16 -1.76 0.67
C58 -2.30 -1.71 1.32
Br1 -3.11 0.03 1.57
C59 -3.05 -2.75 1.85
H43 -2.86 -5.91 2.26
H44 -1.05 -5.27 0.77
H45 0.31 -3.18 0.92
H46 -3.89 -2.56 2.49

Summary:
net charge	+1
E_HOMO (alpha / beta)	-9.5832 / -10.1133	eV
lowest unoccupied orbital energy (alpha / beta)	-2.0 / -4.4	eV
multiplicity	5
frontier orbital gap (alpha / beta)	0.2799 / 0.2117	Eh
expectation value of S²	6.18

no.,total energy (eV)
1,-26958.3787
2,-17244.3149
3,-1133366.8558
4,-8842.6381
5,-7394.2715
6,-32903.2222
7,-39457.0130
8,-55650.9780
9,-19650.0675
10,-205634.2608